Formula: C37H71Br2F3O10PSi
Source: the OMol25 dataset
Level of theory: ωB97M-V/def2-TZVPD

Output
HOMO-LUMO gap in eV: 7.19
Net charge: +1
HOMO level in eV: -10.1
LUMO in eV: -2.90

CARTESIAN COORDINATES (ANGSTROEM)
C -5.4448 0.1645 -7.8599
C -4.1528 -0.3090 -7.1906
C -4.3499 -1.0050 -5.8096
P -3.7718 -2.7039 -5.7355
C -2.0976 -2.9677 -6.3827
C -1.3382 -1.7755 -6.9131
O -0.6661 -1.7714 -7.8775
F -1.4478 -0.6981 -6.0973
C -3.8831 -3.4156 -4.0494
Br -3.8598 -5.3502 -4.1665
C -2.8843 -2.8779 -2.9988
C -2.6808 -1.3723 -3.0034
Br -1.1368 -3.7132 -3.0293
C -4.9020 -3.6804 -6.8911
F -4.9252 -2.9952 -8.0610
F -4.2282 -4.8328 -7.1522
C -6.2992 -3.9666 -6.3666
C -7.3695 -2.9137 -6.7288
Si -8.4079 -2.2001 -5.3012
C -10.1277 -2.9001 -5.3119
C -7.6279 -2.5084 -3.6176
C -8.4607 -0.3465 -5.5674
C -9.0300 0.1571 -6.7436
C -9.0370 1.5161 -7.0174
C -8.4669 2.4060 -6.1152
C -7.9018 1.9307 -4.9401
C -7.9035 0.5681 -4.6703
H -6.2339 0.3668 -7.1400
H -5.7947 -0.5473 -8.6030
H -5.2493 1.0935 -8.3919
H -3.5061 0.5469 -7.0185
H -3.6053 -0.9454 -7.8850
H -5.4142 -1.0463 -5.5531
H -3.8679 -0.4175 -5.0374
H -1.4822 -3.4408 -5.6137
H -2.1708 -3.6743 -7.2080
H -4.8720 -3.1947 -3.6577
H -3.3113 -3.1557 -2.0385
H -2.1644 -1.0256 -3.8944
H -2.0414 -1.1156 -2.1621
H -3.6260 -0.8483 -2.8620
H -6.2537 -4.1530 -5.2964
H -6.5550 -4.9280 -6.8133
H -6.9367 -2.0796 -7.2744
H -8.0712 -3.3718 -7.4256
H -10.7445 -2.3767 -4.5825
H -10.6028 -2.7839 -6.2862
H -10.1438 -3.9630 -5.0694
H -7.6454 -3.5667 -3.3564
H -8.2292 -1.9835 -2.8745
H -6.6177 -2.1102 -3.5349
H -9.4753 -0.5215 -7.4619
H -9.4887 1.8697 -7.9328
H -8.4771 3.4647 -6.3303
H -7.4727 2.6318 -4.2382
H -7.4677 0.2264 -3.7397
C 5.2924 -3.0577 3.0980
O 3.9413 -2.7502 2.8400
C 3.7344 -1.3707 2.5834
C 2.4704 -1.1646 1.7848
O 2.6072 -1.4668 0.4011
C 2.6394 -2.8306 0.0273
C 1.2798 -3.4881 -0.0184
O 0.8094 -3.8018 1.2773
C -0.5894 -3.9135 1.3366
H 5.6523 -2.5596 4.0056
H 5.3616 -4.1346 3.2373
H 5.9330 -2.7664 2.2573
H 4.5815 -0.9522 2.0267
H 3.6431 -0.8326 3.5360
H 2.2320 -0.0999 1.8191
H 1.6378 -1.7116 2.2326
H 3.3227 -3.4064 0.6544
H 3.0312 -2.8324 -0.9930
H 1.3547 -4.4159 -0.6062
H 0.5770 -2.8120 -0.5234
H -1.0748 -2.9788 1.0243
H -0.8592 -4.1198 2.3700
H -0.9565 -4.7332 0.7047
C 1.5960 3.2236 7.9190
O 2.3336 3.5237 6.7570
C 3.2640 2.5092 6.4226
C 3.6051 2.5573 4.9515
O 2.6104 1.9900 4.1095
C 1.4171 2.7277 3.9064
C 1.5698 3.9201 2.9905
O 2.1866 5.0026 3.6579
C 2.7914 5.9164 2.7726
H 2.2432 3.1540 8.8010
H 0.8821 4.0308 8.0696
H 1.0478 2.2803 7.8084
H 2.8561 1.5196 6.6620
H 4.1830 2.6562 7.0068
H 4.4856 1.9293 4.7984
H 3.8614 3.5719 4.6409
H 0.9632 3.0246 4.8539
H 0.7395 2.0266 3.4122
H 0.5716 4.2273 2.6458
H 2.1610 3.6242 2.1144
H 3.5549 5.4262 2.1572
H 3.2659 6.6878 3.3752
H 2.0530 6.3869 2.1128
C 7.5181 5.8010 7.6138
O 8.3317 4.6826 7.8804
C 7.6788 3.7091 8.6729
C 8.3116 2.3478 8.5032
O 7.9561 1.6876 7.2988
C 8.5647 2.1324 6.0984
C 10.0031 1.7037 5.9249
O 10.8708 2.4920 6.7164
C 12.0987 1.8533 6.9794
H 7.2571 6.3382 8.5331
H 8.0829 6.4675 6.9652
H 6.5935 5.5066 7.1025
H 6.6177 3.6468 8.3990
H 7.7448 3.9971 9.7314
H 7.9181 1.7088 9.2966
H 9.3952 2.4070 8.6217
H 8.4676 3.2140 5.9817
H 7.9882 1.6552 5.3022
H 10.2771 1.8159 4.8661
H 10.0953 0.6445 6.1956
H 11.9466 0.9004 7.4997
H 12.6796 2.5151 7.6182
H 12.6615 1.6672 6.0574